No. 1
Here is a structure of composition C16H18ClMnN3S2 from the Open Molecules 2025 dataset. Energies are from the ωB97M-V functional and the def2-TZVPD basis.

CARTESIAN COORDINATES (ANGSTROEM)
Mn  -0.045  -0.071  -1.032
S  -2.005  0.098  -2.530
C  -2.759  1.140  -1.391
N  -2.289  1.360  -0.188
C  -3.104  2.227  0.529
C  -2.893  2.657  1.839
C  -3.798  3.525  2.422
C  -4.918  3.974  1.720
C  -5.146  3.554  0.421
C  -4.235  2.683  -0.162
S  -4.245  1.982  -1.752
H  -2.035  2.306  2.400
H  -3.637  3.857  3.440
H  -5.614  4.653  2.194
H  -6.014  3.896  -0.127
N  1.924  -0.706  0.496
C  2.195  0.246  1.561
C  1.990  1.643  0.997
N  0.686  1.681  0.316
H  1.878  -1.671  0.802
H  2.647  -0.669  -0.218
H  3.197  0.164  1.994
H  1.479  0.076  2.370
H  2.766  1.870  0.263
H  2.061  2.385  1.795
H  0.543  2.546  -0.196
H  -0.069  1.663  0.997
Cl  3.101  -1.189  -3.006
C  2.820  -2.601  -1.999
C  3.925  -3.321  -1.576
C  3.763  -4.388  -0.708
C  2.476  -4.708  -0.284
C  1.385  -3.980  -0.721
C  1.504  -2.884  -1.601
C  0.371  -2.076  -1.979
H  4.908  -3.032  -1.926
H  4.620  -4.958  -0.376
H  2.322  -5.542  0.390
H  0.390  -4.251  -0.386
H  -0.599  -2.539  -1.835
H  0.453  -1.598  -2.954

The frontier orbital gap (alpha / beta) is 6.7 / 7.2 eV. The expectation value of S² is 8.7559. As for the multiplicity: 6. The calculation puts the HOMO energy (alpha / beta) at -6.56 / -7.16 eV. The lowest unoccupied orbital energy (alpha / beta) is 0.18 / 0.00 eV.

No. 2
Here is a structure of composition C16H18IrN3O5S2Se2 from the Open Molecules 2025 dataset. Energies are from the ωB97M-V functional and the def2-TZVPD basis.

CARTESIAN COORDINATES (ANGSTROEM)
Ir  -0.469  0.553  0.942
O  -1.613  1.400  3.045
C  -1.432  2.661  3.656
C  0.032  3.079  3.535
C  0.253  4.218  4.546
O  1.582  4.675  4.395
C  0.962  1.942  3.984
Se  1.233  0.382  2.849
C  0.383  3.650  2.144
Se  -0.602  3.011  0.568
H  -2.572  1.213  2.950
H  -1.700  2.588  4.715
H  -2.067  3.422  3.188
H  0.071  3.843  5.559
H  -0.468  5.020  4.342
H  1.756  5.386  5.016
H  0.621  1.541  4.941
H  1.963  2.351  4.132
H  1.435  3.471  1.914
H  0.233  4.728  2.146
S  1.700  0.300  -0.730
C  1.467  -1.320  -0.394
N  2.328  -2.285  -0.842
C  2.200  -3.582  -0.488
C  1.164  -3.961  0.311
C  0.255  -2.959  0.695
N  0.406  -1.701  0.349
H  3.087  -1.979  -1.434
H  2.940  -4.273  -0.865
H  1.038  -4.988  0.615
H  -0.631  -3.197  1.274
O  -4.186  0.642  2.431
S  -3.974  -0.534  1.608
O  -4.086  -1.803  2.251
N  -2.521  -0.369  0.844
C  -2.661  -0.160  -0.470
O  -1.665  0.130  -1.157
C  -4.060  -0.245  -0.944
C  -4.527  -0.123  -2.239
C  -5.896  -0.225  -2.450
C  -6.768  -0.446  -1.389
C  -6.298  -0.564  -0.084
C  -4.940  -0.450  0.110
H  -3.835  0.041  -3.055
H  -6.289  -0.131  -3.453
H  -7.829  -0.527  -1.580
H  -6.976  -0.740  0.740

The frontier orbital gap (alpha / beta) is 6.4 / 6.2 eV. The expectation value of S² is 8.7702. As for the multiplicity: 6. As for the net charge: +1. The calculation puts the HOMO energy (alpha / beta) at -10.17 / -11.61 eV. The lowest unoccupied orbital energy (alpha / beta) is -3.72 / -5.37 eV.

No. 3
Here is an isolated molecule of C16H18N2O2 in a non-equilibrium geometry from the Open Molecules 2025 dataset. Energies are from the ωB97M-V functional and the def2-TZVPD basis.

CARTESIAN COORDINATES (ANGSTROEM)
C  -6.856  -0.790  0.946
C  -5.846  0.328  0.714
C  -5.354  0.346  -0.733
C  -4.301  1.430  -1.007
C  -2.865  0.908  -1.038
H  -2.199  1.727  -1.323
H  -2.777  0.126  -1.794
C  -2.397  0.343  0.311
C  -0.977  -0.069  0.231
N  -0.530  -1.269  0.074
C  0.833  -1.144  0.016
C  1.149  0.197  0.148
C  2.477  0.704  0.137
C  2.832  2.048  0.269
C  4.159  2.414  0.243
C  5.146  1.444  0.086
C  4.814  0.113  -0.045
C  3.475  -0.281  -0.022
N  3.125  -1.602  -0.151
C  1.852  -2.163  -0.149
O  1.714  -3.358  -0.275
H  3.877  -2.273  -0.263
H  5.584  -0.634  -0.166
H  6.184  1.738  0.067
H  4.437  3.451  0.344
H  2.051  2.783  0.389
O  -0.005  0.882  0.284
H  -2.506  1.107  1.083
H  -2.982  -0.536  0.574
H  -4.500  1.888  -1.977
H  -4.384  2.216  -0.254
H  -6.218  0.511  -1.380
H  -4.944  -0.632  -0.989
H  -6.313  1.289  0.944
H  -5.005  0.198  1.395
H  -7.207  -0.782  1.975
H  -7.715  -0.672  0.289
H  -6.403  -1.759  0.746

The frontier orbital gap is 8.6 eV. As for the structure (SMILES): CCCCCCc1nc2c(=O)[nH]c3ccccc3c2o1. As for the multiplicity: 1. The calculation puts the HOMO energy at -8.30 eV. The lowest unoccupied orbital energy is 0.34 eV.

No. 4
Here is an isolated molecule of C16H18N4O from the Open Molecules 2025 dataset. Energies are from the ωB97M-V functional and the def2-TZVPD basis.

CARTESIAN COORDINATES (ANGSTROEM)
O  -0.928  -1.995  1.425
C  -1.032  -1.706  0.247
N  -1.766  -0.652  -0.166
H  -2.069  -0.486  -1.117
N  -2.544  0.060  0.758
C  -3.802  0.401  0.368
N  -4.181  0.340  -0.846
C  -5.520  0.867  -0.960
H  -5.541  1.612  -1.759
H  -6.189  0.051  -1.249
C  -5.900  1.468  0.419
H  -6.886  1.138  0.737
H  -5.903  2.556  0.364
C  -4.789  0.976  1.356
H  -4.340  1.772  1.949
H  -5.133  0.193  2.034
H  -2.373  -0.273  1.702
C  -0.264  -2.430  -0.860
N  1.147  -2.500  -0.561
C  1.936  -1.362  -0.486
C  3.127  -1.411  0.210
C  4.007  -0.319  0.245
C  5.230  -0.361  0.951
C  6.064  0.721  0.970
C  5.719  1.898  0.286
C  4.542  1.972  -0.405
C  3.661  0.873  -0.445
C  2.438  0.907  -1.145
C  1.602  -0.171  -1.170
H  0.674  -0.105  -1.717
H  2.166  1.812  -1.669
H  4.269  2.875  -0.933
H  6.392  2.743  0.313
H  6.998  0.679  1.512
H  5.494  -1.267  1.477
H  3.395  -2.313  0.744
H  1.358  -3.163  0.173
H  -0.418  -1.947  -1.826
H  -0.641  -3.455  -0.921

The frontier orbital gap is 8.3 eV. As for the structure (SMILES): O=C(CNc1ccc2ccccc2c1)NNC1=NCCC1. As for the multiplicity: 1. The calculation puts the HOMO energy at -7.52 eV. The lowest unoccupied orbital energy is 0.79 eV.

No. 5
Here is a structure of composition C16H18N5O7STl in a non-equilibrium geometry from the Open Molecules 2025 dataset. Energies are from the ωB97M-V functional and the def2-TZVPD basis.

CARTESIAN COORDINATES (ANGSTROEM)
Tl  1.103  -0.535  -0.748
C  2.675  0.133  3.592
C  1.511  0.444  2.688
N  0.657  -0.451  2.325
N  0.866  -1.733  2.622
C  -0.107  -2.659  2.472
N  0.342  -3.923  2.261
S  -1.710  -2.362  2.756
C  1.332  1.752  2.089
C  2.029  2.895  2.510
C  1.840  4.087  1.842
C  0.940  4.135  0.787
C  0.280  2.959  0.450
N  0.475  1.813  1.060
H  2.348  -0.539  4.385
H  3.104  1.023  4.039
H  3.451  -0.372  3.020
H  1.866  -2.150  2.598
H  1.301  -4.012  1.948
H  -0.321  -4.581  1.890
H  2.707  2.855  3.348
H  2.389  4.972  2.145
H  0.768  5.053  0.244
H  -0.433  2.938  -0.362
O  0.361  -0.225  -5.147
C  0.156  0.030  -3.960
O  1.002  0.425  -3.121
C  -1.356  0.023  -3.508
C  -1.607  1.045  -2.390
C  -3.106  1.406  -2.351
C  -3.688  0.137  -1.703
C  -2.404  -0.699  -1.501
O  -1.453  0.304  -1.193
C  -1.945  -1.258  -2.861
C  -1.027  -2.524  -2.679
O  -1.353  -3.510  -3.343
O  -0.123  -2.475  -1.813
H  -1.920  0.276  -4.412
H  -0.921  1.892  -2.402
H  -3.506  1.614  -3.342
H  -3.269  2.285  -1.725
H  -4.414  -0.370  -2.336
H  -4.157  0.353  -0.741
H  -2.459  -1.429  -0.695
H  -2.802  -1.615  -3.443
O  3.158  -3.043  2.444
N  3.912  -2.662  1.483
O  3.511  -1.720  0.777

The frontier orbital gap is 6.7 eV. As for the multiplicity: 1. As for the net charge: -2. The calculation puts the HOMO energy at -2.34 eV. The lowest unoccupied orbital energy is 4.39 eV.

Computed values of energy relative to the best compared isomer or geometry (same formula, charge and spin) (unit: kJ/mol) for the preceding records, in sequence: 102.6; 0.0; 0.0; 72.7; 110.8.